1.
Molecular formula: C53H153MgO25
Method: DFT, ωB97M-V/def2-TZVPD

Each line ends with the Mulliken charge.
CARTESIAN COORDINATES (ANGSTROEM)
Mg: -15.567 23.832 36.900  1.088
C: -14.295 19.933 36.146  0.661
C: -14.394 21.360 35.500  1.682
C: -14.475 21.319 34.018  0.644
O: -15.486 22.048 36.056  0.641
H: -13.399 19.428 35.786  -0.655
H: -15.175 19.332 35.917  -0.924
H: -14.201 20.067 37.223  -0.672
H: -13.531 21.995 35.699  -0.338
H: -15.395 20.876 33.635  -0.507
H: -13.628 20.774 33.603  -0.186
H: -14.351 22.331 33.630  -0.704
C: -16.884 27.126 35.586  -1.530
C: -17.176 26.263 36.796  1.501
C: -18.295 26.769 37.714  -1.821
O: -17.203 24.877 36.526  1.751
H: -16.872 28.169 35.902  0.448
H: -17.710 27.064 34.878  0.549
H: -15.965 26.838 35.076  -0.093
H: -16.254 26.410 37.358  -0.548
H: -18.354 26.133 38.597  0.281
H: -19.235 26.709 37.166  0.370
H: -18.163 27.807 38.017  0.359
C: -15.828 24.503 41.043  -1.325
C: -14.769 24.684 39.913  0.628
C: -13.358 24.699 40.461  -1.331
O: -14.873 23.879 38.789  -0.472
H: -15.680 25.286 41.787  0.406
H: -15.709 23.532 41.524  0.136
H: -16.852 24.718 40.740  0.185
H: -14.980 25.696 39.568  0.044
H: -13.171 25.455 41.224  0.425
H: -12.651 24.889 39.654  0.120
H: -12.991 23.753 40.861  0.167
C: -16.710 24.143 31.733  -1.197
C: -16.756 24.254 33.211  3.003
O: -18.000 24.451 33.698  -0.873
H: -15.687 23.880 31.463  -0.124
H: -17.045 25.066 31.261  0.376
H: -17.392 23.380 31.355  0.404
H: -16.186 25.125 33.536  -0.874
H: -16.332 23.402 33.743  -1.131
H: -17.886 24.565 34.644  -0.208
C: -15.981 28.441 32.103  -0.942
C: -14.602 28.021 31.654  -0.243
O: -14.663 26.627 31.368  -0.462
H: -15.992 29.497 32.375  0.412
H: -16.245 27.849 32.979  0.169
H: -16.688 28.252 31.295  0.294
H: -14.038 28.047 32.586  0.156
H: -14.246 28.566 30.780  0.424
H: -15.131 26.499 30.540  0.251
C: -8.447 23.106 40.408  -1.544
C: -9.797 23.219 39.795  0.443
O: -10.165 22.013 39.153  -0.197
H: -7.754 22.632 39.713  0.208
H: -8.380 22.543 41.339  0.329
H: -8.022 24.079 40.651  0.465
H: -9.701 24.031 39.075  -0.039
H: -10.545 23.448 40.554  0.192
H: -11.106 21.865 39.273  -0.049
C: -16.375 16.199 32.803  -1.301
C: -16.396 17.316 33.817  1.121
O: -17.189 18.330 33.294  -0.461
H: -15.794 16.518 31.938  0.008
H: -17.401 15.977 32.510  0.443
H: -15.978 15.256 33.180  0.342
H: -15.406 17.676 34.100  -0.327
H: -16.851 17.040 34.768  -0.136
H: -17.381 19.032 33.919  0.167
C: -13.767 14.455 35.020  -0.571
C: -14.267 14.260 36.468  0.152
O: -13.764 13.017 36.912  -0.575
H: -14.294 13.716 34.417  0.443
H: -12.694 14.270 34.961  0.335
H: -13.924 15.451 34.606  -0.227
H: -15.342 14.255 36.648  0.301
H: -13.733 15.007 37.056  -0.164
H: -14.400 12.376 36.586  0.338
C: -11.690 24.971 31.973  -1.532
C: -12.786 24.140 32.614  1.757
O: -13.563 25.117 33.251  -0.077
H: -12.037 25.731 31.273  0.269
H: -10.964 24.320 31.486  0.372
H: -11.176 25.516 32.765  0.363
H: -12.398 23.366 33.277  -0.501
H: -13.421 23.575 31.931  -0.555
H: -13.936 25.688 32.575  -0.124
C: -6.849 18.526 39.254  -1.511
C: -7.820 19.683 39.360  0.133
O: -8.994 19.390 38.747  0.236
H: -6.473 18.380 38.241  0.359
H: -7.383 17.625 39.557  0.254
H: -5.979 18.700 39.888  0.387
H: -7.303 20.559 38.968  0.102
H: -8.038 19.855 40.414  0.238
H: -9.590 20.142 38.779  -0.109
C: -18.035 21.625 39.984  -1.521
C: -17.938 21.658 38.477  1.202
O: -17.023 20.623 38.092  1.592
H: -17.062 21.758 40.457  -0.014
H: -18.503 20.726 40.385  0.335
H: -18.659 22.470 40.276  0.469
H: -17.521 22.614 38.159  -0.942
H: -18.857 21.473 37.921  0.054
H: -16.480 20.967 37.378  -1.474
C: -9.723 17.261 41.441  -1.359
C: -10.856 18.214 41.283  1.346
O: -11.691 18.145 42.456  -0.654
H: -9.000 17.664 42.150  0.322
H: -9.264 17.025 40.481  0.140
H: -10.035 16.296 41.842  0.372
H: -11.536 17.923 40.483  -0.216
H: -10.556 19.257 41.181  -0.135
H: -12.596 17.969 42.187  0.071
C: -13.577 20.662 41.441  -1.511
C: -13.576 20.611 39.895  1.934
O: -12.963 21.765 39.394  2.172
H: -13.754 19.697 41.917  0.127
H: -14.407 21.266 41.808  0.186
H: -12.598 21.001 41.779  0.336
H: -14.589 20.485 39.511  -0.720
H: -13.065 19.715 39.543  -0.265
H: -13.629 22.454 39.349  -1.600
C: -10.108 21.217 36.035  0.093
C: -9.890 22.045 34.774  0.281
O: -8.906 21.442 33.972  -0.620
H: -10.472 20.208 35.843  -0.215
H: -10.897 21.738 36.576  -0.350
H: -9.274 21.150 36.734  0.418
H: -9.713 23.114 34.896  0.423
H: -10.844 21.995 34.248  -0.435
H: -8.998 21.777 33.077  0.360
C: -19.577 20.397 33.776  -1.892
C: -18.858 20.919 35.030  1.037
O: -17.712 20.120 35.219  1.411
H: -19.946 19.375 33.867  0.280
H: -18.984 20.537 32.871  0.159
H: -20.438 21.053 33.653  0.513
H: -19.553 20.860 35.867  -0.259
H: -18.528 21.941 34.841  -0.347
H: -16.953 20.611 35.541  -1.203
C: -11.943 24.606 36.710  0.124
C: -13.109 25.522 36.478  -0.435
O: -14.143 24.781 35.900  0.562
H: -12.272 23.773 37.331  -0.554
H: -11.048 25.037 37.159  0.570
H: -11.645 24.211 35.739  -0.346
H: -12.834 26.363 35.840  0.397
H: -13.405 25.909 37.453  0.340
H: -13.933 24.684 34.968  -0.937
C: -14.054 15.475 43.040  -1.330
C: -14.820 15.873 41.784  -0.075
O: -14.284 17.117 41.406  -0.116
H: -13.782 16.294 43.706  0.294
H: -13.145 14.985 42.689  0.293
H: -14.542 14.698 43.628  0.369
H: -15.903 15.859 41.909  0.334
H: -14.631 15.133 41.006  0.247
H: -14.991 17.663 41.054  0.108
C: -14.133 15.208 29.652  -0.923
C: -15.118 16.258 29.085  -0.246
O: -14.562 17.522 29.300  -0.462
H: -14.398 14.180 29.405  0.381
H: -14.143 15.233 30.741  0.057
H: -13.121 15.251 29.251  0.323
H: -16.150 16.218 29.434  0.249
H: -15.205 16.074 28.014  0.322
H: -15.287 18.095 29.560  0.252
C: -22.089 22.842 37.033  -1.102
C: -21.002 23.902 36.785  0.204
O: -20.028 24.025 37.849  -0.580
H: -22.465 22.917 38.053  0.336
H: -21.695 21.843 36.849  0.060
H: -23.049 23.004 36.543  0.411
H: -21.401 24.879 36.513  0.473
H: -20.470 23.575 35.892  -0.089
H: -19.225 24.333 37.423  -0.179
C: -12.024 21.082 30.179  0.762
C: -11.310 21.516 28.882  -0.761
O: -10.761 22.788 29.089  -0.474
H: -12.554 20.133 30.107  -0.016
H: -12.746 21.792 30.584  -0.374
H: -11.309 20.917 30.985  -0.020
H: -12.069 21.596 28.103  0.381
H: -10.545 20.814 28.552  0.271
H: -11.118 23.379 28.422  0.282
C: -16.207 16.959 38.249  0.407
C: -17.066 17.504 39.336  0.000
O: -16.425 18.572 39.953  -0.490
H: -16.045 17.705 37.471  -0.517
H: -16.650 16.158 37.657  0.223
H: -15.243 16.609 38.617  -0.002
H: -17.296 16.776 40.113  0.329
H: -18.045 17.705 38.902  -0.211
H: -16.636 19.347 39.428  -0.401
C: -15.563 20.814 30.097  -0.640
C: -16.906 20.202 30.338  0.194
O: -16.809 18.851 30.599  -0.439
H: -15.733 21.848 29.796  0.439
H: -14.994 20.227 29.376  0.646
H: -15.037 20.784 31.051  -0.402
H: -17.705 20.417 29.630  0.269
H: -17.253 20.620 31.283  -0.346
H: -16.953 18.714 31.538  0.399
C: -11.856 17.419 37.213  0.220
C: -10.552 16.837 36.701  -0.572
O: -9.704 16.882 37.830  -0.503
H: -12.221 16.760 38.000  0.271
H: -12.547 17.390 36.370  -0.134
H: -11.794 18.436 37.601  -0.116
H: -10.202 17.496 35.906  0.303
H: -10.723 15.831 36.318  0.375
H: -9.690 17.809 38.081  0.231
C: -12.369 18.116 32.270  -0.848
C: -11.339 18.670 33.190  1.749
O: -10.342 17.686 33.350  -0.724
H: -11.833 17.886 31.349  0.496
H: -13.119 18.845 31.964  -0.184
H: -12.792 17.197 32.675  0.076
H: -11.851 18.859 34.133  -0.852
H: -10.952 19.610 32.796  -0.067
H: -9.517 18.042 33.687  0.373
C: -19.421 17.265 36.255  -0.696
C: -20.557 17.886 37.102  -0.103
O: -21.616 16.934 37.257  -0.610
H: -19.738 16.897 35.279  0.519
H: -18.975 16.366 36.682  0.544
H: -18.619 17.984 36.089  -0.239
H: -20.936 18.735 36.533  0.112
H: -20.249 18.246 38.084  0.143
H: -21.261 16.101 37.575  0.325

## Properties
highest occupied orbital energy	-6.35	eV
electronic energy	-114076.296	eV
charge	-1
LUMO level	0.057	Eh
frontier orbital gap	7.92	eV
maximum force	0.0600	hartree/bohr



2.
Molecular formula: C53H32F3N4Ni
Method: DFT, ωB97M-V/def2-TZVPD

Each line ends with the Mulliken charge.
CARTESIAN COORDINATES (ANGSTROEM)
Ni: 0.047 -0.025 -0.951  -1.334
C: 4.689 -5.616 0.682  -0.330
C: 5.160 -4.870 -0.389  -0.789
C: 4.400 -3.829 -0.907  -0.125
C: 3.157 -3.508 -0.361  -0.483
C: 2.685 -4.282 0.704  -0.111
C: 3.443 -5.321 1.222  -0.780
C: 2.311 -2.395 -0.853  0.869
C: 2.757 -1.075 -0.871  0.608
C: 4.129 -0.628 -0.848  -1.545
C: 4.126 0.693 -1.147  -1.101
C: 2.753 1.103 -1.258  0.371
N: 1.945 -0.008 -1.090  0.135
C: 2.319 2.403 -1.320  1.286
C: 1.004 2.770 -0.985  0.016
C: 0.527 4.074 -0.739  -1.237
C: -0.721 3.943 -0.172  -1.259
C: -1.016 2.555 -0.116  0.641
C: -2.245 1.923 0.279  -0.238
C: -3.015 2.295 1.456  1.334
C: -2.807 3.477 2.191  -0.348
C: -3.512 3.744 3.354  -0.972
C: -4.443 2.841 3.848  -0.469
C: -4.643 1.651 3.157  -1.042
C: -3.945 1.383 1.994  -0.321
C: -2.671 0.867 -0.565  0.346
N: -1.824 0.065 -1.247  0.232
C: -2.579 -0.712 -2.101  0.222
C: -2.108 -1.845 -2.747  1.418
C: -2.941 -2.482 -3.806  -0.783
C: -2.938 -1.915 -5.081  0.013
C: -3.649 -2.503 -6.117  -0.830
C: -4.379 -3.665 -5.891  -0.283
C: -4.397 -4.226 -4.623  -0.761
C: -3.682 -3.637 -3.587  0.057
C: -0.878 -2.403 -2.429  0.430
C: -0.455 -3.736 -2.711  -0.988
C: 0.708 -3.939 -2.027  -1.773
C: 1.048 -2.698 -1.393  0.608
N: 0.072 -1.791 -1.632  0.565
C: -3.945 -0.328 -1.987  -1.177
C: -4.012 0.614 -1.000  -1.349
N: 0.016 1.864 -0.656  0.377
C: 3.310 3.457 -1.670  -0.106
C: 3.653 4.475 -0.781  -0.259
C: 4.578 5.446 -1.139  -0.797
C: 5.177 5.415 -2.391  -0.346
C: 4.850 4.400 -3.281  -0.801
C: 3.925 3.429 -2.921  -0.091
H: 5.286 -6.422 1.090  0.370
H: 6.122 -5.105 -0.829  0.361
H: 4.762 -3.271 -1.762  0.577
H: 1.720 -4.038 1.132  0.530
H: 3.064 -5.897 2.058  0.372
H: 4.984 -1.255 -0.656  0.597
H: 4.974 1.352 -1.245  0.494
H: 1.056 4.989 -0.951  0.631
H: -1.383 4.745 0.105  0.647
H: -2.070 4.194 1.869  0.124
H: -3.322 4.670 3.885  0.408
H: -4.978 3.042 4.767  0.390
H: -5.331 0.911 3.547  0.351
H: -4.078 0.425 1.509  0.459
H: -2.363 -1.013 -5.249  0.479
H: -3.631 -2.057 -7.104  0.370
H: -4.931 -4.127 -6.700  0.372
H: -4.970 -5.127 -4.439  0.367
H: -3.696 -4.075 -2.596  0.452
H: -0.993 -4.442 -3.324  0.531
H: 1.311 -4.833 -1.993  0.497
H: -4.757 -0.765 -2.548  0.527
H: -4.886 1.129 -0.634  0.611
H: 3.204 4.485 0.204  0.528
H: 4.838 6.227 -0.435  0.363
H: 5.899 6.173 -2.670  0.379
H: 5.315 4.365 -4.259  0.370
H: 3.664 2.638 -3.613  0.453
F: -2.144 0.441 8.269  -0.268
C: -0.923 0.789 7.803  0.881
F: -0.041 0.072 8.531  -0.275
F: -0.744 2.079 8.140  -0.290
C: -0.778 0.545 6.337  0.403
C: -0.701 -0.767 5.879  -0.876
C: -0.567 -1.020 4.527  -0.712
C: -0.492 0.032 3.603  0.181
C: -0.607 1.343 4.079  -0.180
C: -0.745 1.598 5.434  -0.651
C: -0.279 -0.215 2.211  0.364
C: -0.116 -0.420 1.022  -0.684
H: -0.735 -1.585 6.589  0.357
H: -0.513 -2.036 4.160  0.497
H: -0.592 2.158 3.367  0.526
H: -0.816 2.616 5.792  0.419

## Properties
spin multiplicity	3
highest occupied orbital energy (spin up / spin down)	-2.79 / -3.97	eV
electronic energy	-110637.601	eV
charge	-1
LUMO level (spin up / spin down)	0.069 / 0.056	Eh
energy above the lowest of the compared OMol25 structures with the same formula, charge and spin	38.23	kcal/mol
frontier orbital gap (spin up / spin down)	4.66 / 5.50	eV
maximum force	0.0060	hartree/bohr



3.
Molecular formula: C53H33N7S2Tc
Method: DFT, ωB97M-V/def2-TZVPD

Each line ends with the Mulliken charge.
CARTESIAN COORDINATES (ANGSTROEM)
Tc: -0.946 -0.352 0.394  -1.690
C: 3.668 -4.966 4.277  -0.449
C: 3.936 -3.708 3.762  -0.848
C: 2.939 -2.992 3.126  0.071
C: 1.667 -3.538 2.989  -1.028
C: 1.403 -4.802 3.501  0.021
C: 2.401 -5.509 4.146  -0.832
C: 0.628 -2.739 2.305  1.502
C: 0.132 -1.624 2.993  0.572
C: 0.491 -1.305 4.341  -1.389
C: 0.004 -0.064 4.595  -1.209
C: -0.645 0.377 3.400  0.493
N: -0.644 -0.625 2.470  0.407
C: -1.018 1.707 3.188  1.741
C: -1.563 2.195 2.010  -0.014
C: -2.099 3.515 1.839  -1.533
C: -2.769 3.517 0.661  -1.446
C: -2.657 2.191 0.120  0.038
C: -3.457 1.668 -0.887  1.579
C: -4.378 2.568 -1.614  -0.901
C: -5.425 3.215 -0.963  -0.151
C: -6.299 4.017 -1.677  -0.854
C: -6.131 4.191 -3.041  -0.439
C: -5.078 3.568 -3.690  -0.838
C: -4.208 2.759 -2.982  -0.019
C: -3.534 0.299 -1.184  0.404
N: -2.710 -0.684 -0.719  0.985
C: -3.093 -1.839 -1.339  0.443
C: -2.397 -3.054 -1.336  1.332
C: -2.976 -4.182 -2.101  -0.459
C: -3.047 -4.172 -3.490  0.105
C: -3.613 -5.240 -4.165  -0.910
C: -4.123 -6.318 -3.460  -0.433
C: -4.058 -6.330 -2.076  -0.860
C: -3.481 -5.272 -1.401  -0.137
C: -1.243 -3.285 -0.597  -0.153
C: -0.529 -4.531 -0.549  -1.168
C: 0.376 -4.427 0.453  -1.427
C: 0.184 -3.133 1.048  -0.252
N: -0.712 -2.415 0.312  0.573
C: -4.261 -1.600 -2.124  -1.438
C: -4.526 -0.269 -2.039  -1.760
N: -1.821 1.445 0.903  0.763
C: -0.770 2.668 4.285  -1.241
C: 0.366 3.468 4.239  0.092
C: 0.655 4.329 5.281  -0.906
C: -0.198 4.411 6.368  -0.378
C: -1.344 3.632 6.410  -0.816
C: -1.629 2.761 5.372  0.256
H: 4.444 -5.517 4.787  0.391
H: 4.922 -3.277 3.860  0.416
H: 3.138 -2.005 2.729  0.532
H: 0.411 -5.216 3.410  0.509
H: 2.188 -6.484 4.553  0.392
H: 1.064 -1.929 4.999  0.588
H: 0.099 0.520 5.489  0.579
H: -1.992 4.305 2.554  0.590
H: -3.321 4.318 0.212  0.763
H: -5.565 3.072 0.099  0.537
H: -7.122 4.501 -1.170  0.388
H: -6.818 4.806 -3.602  0.395
H: -4.936 3.703 -4.752  0.406
H: -3.390 2.265 -3.488  0.557
H: -2.646 -3.326 -4.030  0.481
H: -3.664 -5.225 -5.244  0.402
H: -4.574 -7.147 -3.985  0.390
H: -4.465 -7.159 -1.518  0.391
H: -3.430 -5.276 -0.322  0.461
H: -0.710 -5.363 -1.202  0.695
H: 1.089 -5.154 0.790  0.710
H: -4.798 -2.348 -2.673  0.656
H: -5.318 0.281 -2.506  0.569
H: 1.033 3.386 3.395  0.598
H: 1.557 4.922 5.245  0.405
H: 0.029 5.080 7.185  0.385
H: -2.008 3.691 7.260  0.398
H: -2.513 2.140 5.404  0.476
S: 1.430 0.425 1.071  0.262
C: 2.597 0.632 -0.176  0.359
C: 3.433 1.742 0.018  -0.090
N: 4.074 2.672 0.236  -0.573
C: 2.779 -0.227 -1.257  0.610
S: 1.939 -1.682 -1.491  -0.133
C: 3.720 0.098 -2.252  -0.128
N: 4.443 0.321 -3.117  -0.548
C: 0.815 1.330 -3.866  -0.593
C: 0.791 2.110 -2.720  -1.212
C: 0.152 1.630 -1.592  -0.541
N: -0.428 0.425 -1.532  2.514
C: -0.426 -0.309 -2.651  -0.963
C: 0.161 0.108 -3.829  -1.078
H: 1.333 1.660 -4.752  0.514
H: 1.276 3.072 -2.687  0.537
H: 0.127 2.233 -0.693  0.483
H: -0.902 -1.278 -2.591  0.563
H: 0.131 -0.541 -4.689  0.553

## Properties
spin multiplicity	4
highest occupied orbital energy (spin up / spin down)	-6.84 / -7.31	eV
electronic energy	-89797.070	eV
LUMO level (spin up / spin down)	-0.051 / -0.074	Eh
frontier orbital gap (spin up / spin down)	5.45 / 5.30	eV
maximum force	0.0337	hartree/bohr